No. 1
This record from the Open Molecules 2025 dataset describes a cluster of 2 separate species, C27H47BN3O5S2 in total in a non-equilibrium geometry. The level of theory is wB97M-V/def2-TZVPD.

Element x y z (Å)
C: 5.03 2.99 -0.53
C: 3.75 3.58 -1.12
O: 2.60 3.10 -0.43
C: 1.45 3.06 -1.23
C: 0.41 2.29 -0.43
C: -0.92 2.13 -1.17
B: -1.59 3.62 -1.14
O: -1.61 4.44 -2.25
O: -2.20 4.01 0.01
C: -1.71 5.29 0.50
C: -1.41 5.19 1.98
C: -0.93 1.61 -2.62
C: 0.04 0.43 -2.90
C: -0.49 -0.75 -3.70
C: 0.39 -1.98 -3.38
S: 2.02 -1.76 -4.15
C: 3.13 -1.08 -2.93
S: 4.18 0.03 -3.50
N: 3.05 -1.55 -1.63
C: 3.19 -3.04 -1.59
C: 4.37 -3.59 -2.40
C: 4.05 -0.92 -0.73
C: 3.66 -1.09 0.75
C: -2.40 1.38 -2.77
N: -2.98 1.26 -1.64
C: -2.00 1.26 -0.51
C: -1.76 -0.26 -0.29
C: -0.68 -0.58 0.73
C: -0.97 -1.87 1.51
C: -1.34 -1.60 2.94
O: -1.12 -0.57 3.54
O: -1.95 -2.66 3.51
H: 5.70 2.73 -1.35
H: 4.83 2.09 0.04
H: 5.53 3.70 0.12
H: 3.80 4.67 -1.01
H: 3.70 3.35 -2.19
H: 1.68 2.54 -2.16
H: 1.13 4.09 -1.44
H: 0.87 1.34 -0.19
H: 0.23 2.86 0.48
H: -0.72 4.53 -2.61
H: -0.81 5.61 -0.01
H: -2.51 6.02 0.34
H: -1.01 6.14 2.31
H: -2.28 4.91 2.56
H: -0.64 4.43 2.13
H: -0.63 2.39 -3.32
H: 0.89 0.85 -3.43
H: 0.43 0.08 -1.95
H: -0.39 -0.59 -4.77
H: -1.51 -1.01 -3.44
H: -0.06 -2.88 -3.80
H: 0.44 -2.13 -2.30
H: 3.34 -3.35 -0.57
H: 2.27 -3.51 -1.91
H: 4.04 -3.84 -3.41
H: 4.70 -4.51 -1.94
H: 5.20 -2.89 -2.43
H: 4.11 0.14 -0.92
H: 5.01 -1.40 -0.87
H: 4.53 -1.09 1.39
H: 3.08 -2.00 0.92
H: 3.02 -0.27 1.03
H: -2.95 1.36 -3.70
H: -3.97 1.14 -1.49
H: -2.37 1.60 0.45
H: -1.52 -0.75 -1.23
H: -2.71 -0.68 0.03
H: -0.52 0.24 1.43
H: 0.27 -0.73 0.23
H: -1.80 -2.40 1.05
H: -0.13 -2.56 1.45
H: -2.11 -2.44 4.43
N: -4.75 -5.61 6.59
C: -5.64 -4.62 6.74
C: -5.93 -3.69 5.76
C: -5.25 -3.78 4.55
C: -4.32 -4.80 4.38
C: -4.12 -5.68 5.43
H: -6.14 -4.59 7.70
H: -6.66 -2.92 5.93
H: -5.44 -3.07 3.76
H: -3.77 -4.90 3.45
H: -3.40 -6.49 5.33

total charge	+1

Atom charges from the Löwdin analysis, given in e for atoms 1 to 8: number 1, C, carries -0.052; number 2, C, carries -0.251; number 3, O, carries -0.134; number 4, C, carries -0.200; number 5, C, carries -0.066; number 6, C, carries -0.226; number 7, B, carries -0.633; number 8, O, carries 0.195

***

No. 2
This record from the Open Molecules 2025 dataset describes a structure of composition C4H11InNO in a non-equilibrium geometry. The level of theory is wB97M-V/def2-TZVPD.

Element x y z (Å)
In: -2.89 3.08 -2.20
C: -0.29 -1.28 1.96
C: -0.40 -0.15 0.88
C: 0.64 -0.30 -0.26
O: 0.41 0.71 -1.20
C: 1.58 0.92 -1.93
N: -1.74 -0.04 0.36
H: -0.45 -0.66 2.84
H: 0.70 -1.74 1.93
H: -0.93 -2.15 1.80
H: -0.23 0.80 1.38
H: 0.44 -1.28 -0.69
H: 1.62 -0.29 0.22
H: 1.32 1.35 -2.90
H: 2.17 0.06 -2.27
H: 2.30 1.57 -1.44
H: -2.14 0.40 1.18
H: -2.10 -0.99 0.34

total charge	+3

Atom charges from the Löwdin analysis, given in e for atoms 1 to 8: number 1, In, carries 1.013; number 2, C, carries 0.124; number 3, C, carries -0.270; number 4, C, carries -0.044; number 5, O, carries 0.035; number 6, C, carries 0.036; number 7, N, carries 0.318; number 8, H, carries 0.153

***

No. 3
This record from the Open Molecules 2025 dataset describes the molecule C5H8O. The level of theory is wB97M-V/def2-TZVPD.

Element x y z (Å)
C: -1.36 -1.06 -0.02
C: -0.31 -0.10 -0.50
C: -0.10 1.22 0.28
C: 1.39 0.83 0.35
C: 1.10 -0.54 -0.10
O: 1.95 0.24 -0.89
H: -1.17 -1.30 1.03
H: -2.36 -0.66 -0.13
H: -1.26 -1.99 -0.60
H: -0.36 0.13 -1.57
H: -0.64 1.16 1.25
H: -0.36 2.19 -0.15
H: 2.20 1.38 0.81
H: 1.37 -1.52 0.30

SMILES string	C[C@H]1C[C@@H]2O[C@@H]21
total charge	0

Atom charges from the Löwdin analysis, given in e for atoms 1 to 8: number 1, C, carries -0.075; number 2, C, carries -0.320; number 3, C, carries -0.081; number 4, C, carries -0.164; number 5, C, carries -0.246; number 6, O, carries -0.019; number 7, H, carries 0.085; number 8, H, carries 0.078

***

No. 4
This record from the Open Molecules 2025 dataset describes the molecule C17H15NO4S2 in a non-equilibrium geometry. The level of theory is wB97M-V/def2-TZVPD.

Element x y z (Å)
C: 7.36 1.02 -0.27
C: 6.97 -0.41 -0.63
O: 5.97 -0.94 0.23
C: 4.68 -0.53 0.11
C: 3.82 -1.00 1.10
C: 2.49 -0.65 1.04
C: 1.98 0.17 0.01
C: 2.84 0.62 -0.97
C: 4.18 0.28 -0.92
H: 4.83 0.64 -1.70
H: 2.46 1.25 -1.76
N: 0.64 0.43 0.10
C: 0.12 -0.12 1.12
S: -1.55 0.00 1.56
C: -2.08 1.14 0.22
C: -3.56 1.45 0.35
O: -3.89 2.59 0.65
C: -4.52 0.39 0.11
C: -4.15 -0.91 -0.28
C: -5.07 -1.90 -0.48
C: -6.44 -1.62 -0.31
C: -6.84 -0.35 0.06
C: -5.90 0.66 0.27
O: -6.36 1.86 0.62
H: -5.58 2.47 0.73
H: -7.88 -0.11 0.19
O: -7.32 -2.62 -0.53
H: -8.22 -2.31 -0.38
H: -4.78 -2.89 -0.78
H: -3.10 -1.15 -0.41
H: -1.83 0.67 -0.73
H: -1.51 2.06 0.34
S: 1.20 -1.08 2.14
H: 4.21 -1.63 1.88
H: 6.65 -0.48 -1.68
H: 7.82 -1.08 -0.48
H: 6.52 1.69 -0.38
H: 7.70 1.05 0.76
H: 8.16 1.35 -0.92

SMILES string	CCOc1ccc2nc(SCC(=O)c3ccc(O)cc3O)sc2c1
total charge	0

Atom charges from the Löwdin analysis, given in e for atoms 1 to 8: number 1, C, carries -0.064; number 2, C, carries -0.248; number 3, O, carries -0.052; number 4, C, carries -0.266; number 5, C, carries -0.010; number 6, C, carries -0.463; number 7, C, carries -0.323; number 8, C, carries -0.004

***

No. 5
This record from the Open Molecules 2025 dataset describes a cluster of 2 separate species, C31H50F6IN3O6P2 in total in a non-equilibrium geometry. The level of theory is wB97M-V/def2-TZVPD.

Element x y z (Å)
C: 3.06 4.17 3.33
O: 4.12 4.58 2.50
C: 3.95 4.26 1.14
C: 4.85 3.10 0.67
C: 4.88 1.86 1.59
C: 3.94 0.73 1.14
C: 2.46 1.18 1.03
C: 1.52 0.22 1.83
C: 0.14 0.15 1.16
C: -1.03 -0.22 2.12
I: -1.15 1.46 3.50
N: -0.70 -1.53 2.68
P: -0.43 -1.78 4.31
O: -1.55 -1.62 5.17
O: 0.89 -1.05 4.84
O: -0.04 -3.36 4.39
C: -2.39 -0.23 1.30
O: -2.66 1.12 1.01
C: -3.95 1.42 0.47
C: -4.89 2.09 1.49
C: -5.73 3.18 0.81
C: -6.99 3.43 1.67
C: -7.57 4.82 1.50
F: -8.88 4.82 1.74
F: -7.41 5.21 0.23
C: -6.90 5.85 2.44
F: -5.66 5.50 2.73
F: -6.87 7.03 1.86
F: -7.54 5.94 3.57
C: -2.24 -1.10 0.02
C: -1.84 -0.32 -1.23
F: -3.42 -1.76 -0.29
P: -3.85 -1.04 2.26
C: -3.43 -2.83 2.55
O: -3.95 -0.37 3.76
H: 2.08 4.30 2.87
H: 3.13 3.12 3.64
H: 3.05 4.76 4.25
H: 4.27 5.13 0.56
H: 2.90 4.08 0.90
H: 4.59 2.80 -0.35
H: 5.87 3.49 0.61
H: 5.90 1.46 1.53
H: 4.73 2.12 2.64
H: 4.30 0.42 0.16
H: 4.02 -0.07 1.88
H: 2.40 2.12 1.56
H: 2.13 1.31 0.00
H: 1.52 0.58 2.86
H: 1.99 -0.77 1.72
H: 0.23 -0.59 0.36
H: -0.07 1.10 0.68
H: -0.02 -2.01 2.10
H: 0.83 -1.10 5.81
H: 0.77 -3.51 3.87
H: -4.43 0.59 -0.04
H: -3.78 2.17 -0.30
H: -4.34 2.48 2.34
H: -5.61 1.33 1.81
H: -5.16 4.10 0.70
H: -6.06 2.86 -0.17
H: -6.72 3.29 2.71
H: -7.75 2.68 1.45
H: -1.49 -1.87 0.25
H: -1.35 0.62 -0.98
H: -2.69 -0.12 -1.87
H: -1.12 -0.93 -1.80
H: -2.49 -3.13 2.11
H: -4.21 -3.37 2.01
H: -3.53 -3.08 3.60
H: -4.78 0.12 3.82
C: 4.28 -2.33 -9.08
N: 3.88 -2.56 -7.67
C: 2.57 -2.61 -7.37
C: 2.15 -2.86 -6.09
C: 3.09 -3.07 -5.08
C: 4.44 -2.99 -5.42
C: 4.81 -2.73 -6.72
C: 2.68 -3.40 -3.69
C: 3.11 -4.58 -3.08
C: 2.76 -4.85 -1.78
N: 2.02 -3.98 -1.08
C: 1.57 -2.85 -1.64
C: 1.88 -2.53 -2.94
C: 1.68 -4.26 0.34
H: 3.84 -1.39 -9.42
H: 3.92 -3.16 -9.68
H: 5.36 -2.27 -9.15
H: 1.87 -2.46 -8.18
H: 1.09 -2.91 -5.88
H: 5.21 -3.13 -4.68
H: 5.84 -2.67 -7.02
H: 3.71 -5.29 -3.62
H: 3.08 -5.75 -1.28
H: 0.96 -2.19 -1.02
H: 1.52 -1.60 -3.36
H: 0.60 -4.25 0.45
H: 2.14 -3.47 0.95
H: 2.08 -5.22 0.63

total charge	+2

Atom charges from the Löwdin analysis, given in e for atoms 1 to 8: number 1, C, carries -0.120; number 2, O, carries -0.163; number 3, C, carries -0.234; number 4, C, carries -0.161; number 5, C, carries -0.196; number 6, C, carries -0.201; number 7, C, carries -0.181; number 8, C, carries -0.227

***

| no. | gap between HOMO and LUMO (eV) | E_HOMO (hartree) |
| --- | --- | --- |
| 1 | 6.79 | -0.393 |
| 2 | 4.51 | -0.849 |
| 3 | 10.69 | -0.350 |
| 4 | 8.10 | -0.294 |
| 5 | 3.15 | -0.408 |